[1]
Entry from the OMol25 dataset: a molecular structure, C11H23ClNO6P2Rh in a non-equilibrium geometry (ωB97M-V/def2-TZVPD).

expectation value of S²: 6.011
energy relative to the best compared isomer or geometry (same formula, charge and spin): 0.00 kcal per mole
M: 465.61 g mol⁻¹

```
! wB97M-V def2-TZVPD RIJCOSX def2/J DEFGRID3
* xyz 2 5
Rh -0.152 -0.047 0.103
P 1.901 -0.995 0.131
C 2.332 -1.363 -1.588
C 1.026 -1.660 -2.320
N -0.146 -1.256 -1.788
C -1.330 -1.510 -2.387
C -1.367 -2.272 -3.555
C -0.177 -2.755 -4.076
C 1.026 -2.458 -3.463
C -2.590 -0.889 -1.798
P -2.000 0.478 -0.750
H 1.965 -2.901 -3.779
H -2.327 -2.441 -4.043
H -0.190 -3.390 -4.945
H -3.269 -0.518 -2.583
H -3.165 -1.621 -1.198
H 2.895 -0.504 -2.033
H 3.017 -2.228 -1.636
H 1.637 3.981 -2.312
O 2.154 3.350 -2.841
H 2.404 3.842 -3.631
H -1.209 4.738 -0.123
O -1.028 5.319 -0.896
H -1.450 6.165 -0.670
C -2.055 1.927 -1.858
H -3.043 1.925 -2.325
H -1.912 2.831 -1.260
H -1.276 1.851 -2.625
C -3.347 0.742 0.432
H -3.104 1.670 0.951
H -4.277 0.827 -0.132
H -3.390 -0.104 1.122
C 1.925 -2.567 1.063
H 2.878 -3.061 0.876
H 1.841 -2.286 2.115
H 1.092 -3.206 0.758
C 3.344 -0.101 0.747
H 3.138 0.110 1.794
H 4.214 -0.752 0.632
H 3.463 0.807 0.150
O 0.046 -1.412 3.590
Cl 0.086 0.042 3.497
O -1.173 0.607 3.884
O 1.212 0.607 4.167
O 0.383 0.481 1.998
*
```

---

[2]
Entry from the OMol25 dataset: a molecular structure, C11H23ErFNO2P2 in a non-equilibrium geometry (ωB97M-V/def2-TZVPD).

expectation value of S²: 3.753
energy relative to the best compared isomer or geometry (same formula, charge and spin): 35.75 kcal per mole
M: 449.52 g mol⁻¹

```
! wB97M-V def2-TZVPD RIJCOSX def2/J DEFGRID3
* xyz 2 4
Er 0.490 0.905 0.656
P 2.328 -1.006 1.594
C 2.346 -1.117 -0.265
C 1.080 -1.603 -0.914
N -0.086 -1.046 -0.461
C -1.268 -1.370 -1.054
C -1.295 -2.335 -2.054
C -0.100 -2.883 -2.529
C 1.111 -2.454 -2.002
C -2.544 -0.682 -0.596
P -2.322 0.956 0.223
H 2.094 -2.756 -2.367
H -2.259 -2.616 -2.485
H -0.090 -3.586 -3.356
H -3.194 -0.562 -1.477
H -3.079 -1.339 0.109
H 2.488 0.040 -0.659
H 3.253 -1.625 -0.614
H -0.573 5.416 -0.510
O 1.962 1.400 -0.685
H 2.249 2.043 -1.343
H 0.084 3.467 1.400
O -0.683 4.955 0.353
H -0.832 5.729 0.949
C -2.787 2.080 -1.149
H -3.866 1.984 -1.354
H -2.557 3.113 -0.845
H -2.205 1.844 -2.052
C -3.842 1.028 1.235
H -3.682 1.781 2.020
H -4.715 1.310 0.621
H -4.019 0.058 1.723
C 2.295 -2.799 1.954
H 3.255 -3.277 1.696
H 2.085 -2.908 3.026
H 1.466 -3.250 1.392
C 4.084 -0.500 1.878
H 4.182 -0.233 2.940
H 4.800 -1.310 1.663
H 4.344 0.395 1.290
F 0.003 2.752 2.048
*
```

---

[3]
Entry from the OMol25 dataset: a single C11H23FN2O6S2 molecule (ωB97M-V/def2-TZVPD).

DFT total energy: -51432.450 eV
SMILES string: CC(=O)N(C)CCCCN(CCCCS(=O)(=O)O)S(=O)(=O)F
M: 362.44 g mol⁻¹

```
! wB97M-V def2-TZVPD RIJCOSX def2/J DEFGRID3
* xyz 0 1
C -4.416 -2.545 0.078
C -3.052 -3.066 -0.292
O -2.901 -3.846 -1.192
N -1.992 -2.563 0.480
C -2.236 -2.832 1.920
C -0.685 -3.053 0.039
C 0.461 -2.040 0.256
C 0.182 -0.890 1.235
C 1.316 0.153 1.182
N 0.880 1.524 0.805
C 2.005 2.510 0.760
C 3.176 2.061 -0.113
C 2.962 2.335 -1.603
C 1.803 1.562 -2.251
S 0.344 2.546 -2.541
O 0.590 3.932 -2.267
O -0.781 1.924 -1.918
O 0.250 2.371 -4.120
S -0.261 2.110 1.862
O -0.241 1.403 3.095
O -0.253 3.526 1.849
F -1.553 1.673 1.111
H -4.809 -3.122 0.917
H -4.396 -1.487 0.325
H -5.073 -2.735 -0.767
H -2.880 -2.063 2.343
H -1.286 -2.832 2.439
H -2.720 -3.802 2.060
H -0.735 -3.301 -1.016
H -0.438 -3.996 0.541
H 0.736 -1.595 -0.705
H 1.353 -2.568 0.605
H -0.772 -0.450 0.976
H 0.157 -1.278 2.251
H 2.009 -0.176 0.412
H 1.876 0.188 2.121
H 2.361 2.773 1.760
H 1.601 3.418 0.313
H 3.474 1.031 0.061
H 4.026 2.674 0.195
H 3.881 2.131 -2.153
H 2.783 3.405 -1.709
H 1.456 0.715 -1.664
H 2.111 1.185 -3.224
H -0.314 3.089 -4.458
*
```

---

[4]
Entry from the OMol25 dataset: a molecular structure, C11H23FNO2P2Tl in a non-equilibrium geometry (ωB97M-V/def2-TZVPD).

energy relative to the best compared isomer or geometry (same formula, charge and spin): 0.00 kcal per mole
M: 486.64 g mol⁻¹

```
! wB97M-V def2-TZVPD RIJCOSX def2/J DEFGRID3
* xyz 2 1
Tl 0.762 1.691 2.179
P 2.169 -0.487 1.318
C 2.116 -0.328 -0.506
C 0.936 -1.022 -1.122
N -0.270 -0.708 -0.622
C -1.334 -1.415 -1.002
C -1.271 -2.396 -2.002
C -0.035 -2.670 -2.592
C 1.087 -1.984 -2.132
C -2.655 -1.131 -0.287
P -2.700 0.503 0.417
H 2.091 -2.183 -2.501
H -2.192 -2.891 -2.302
H 0.055 -3.412 -3.378
H -3.485 -1.235 -1.004
H -2.825 -1.868 0.522
H 2.053 0.832 -0.721
H 3.063 -0.697 -0.924
H 1.174 3.037 -0.556
O 1.953 2.376 -0.803
H 2.665 2.867 -1.240
H 0.193 3.683 1.077
O 0.090 3.791 0.083
H 0.127 4.756 -0.059
C -2.171 1.754 -0.719
H -2.921 1.828 -1.522
H -2.087 2.733 -0.227
H -1.207 1.491 -1.173
C -4.171 0.865 1.326
H -4.071 1.857 1.791
H -5.046 0.868 0.663
H -4.319 0.110 2.114
C 1.793 -2.209 1.763
H 2.610 -2.887 1.478
H 1.658 -2.249 2.854
H 0.862 -2.547 1.294
C 3.952 -0.333 1.666
H 4.069 -0.135 2.742
H 4.477 -1.265 1.408
H 4.384 0.507 1.101
F -1.578 0.500 1.599
*
```

---

- Among the records above, which one has the highest M?
  C11H23FNO2P2Tl

---

- Among the records above, which one has the lowest M?
  C11H23FN2O6S2

---

- Which formula does entry 4 have?
  C11H23FNO2P2Tl

---

- Among the records above, which one has the lowest M?
  C11H23FN2O6S2